Record 1
Entry from the OMol25 dataset: a 2-piece molecular cluster, C9H21NSi overall in a non-equilibrium geometry (ωB97M-V with the def2-TZVPD basis set).

Values from the calculation:
LUMO energy (spin up / spin down): -0.33 / -0.33 eV
DFT total energy: -699.5856 a.u.
energy above the lowest of the compared OMol25 structures with the same formula, charge and spin: 499.4 kJ/mol
E_HOMO (spin up / spin down): -6.8 / -6.8 eV
spin multiplicity: 1
molar mass: 171.36 u
net charge: 0
frontier orbital gap (spin up / spin down): 0.236 / 0.236 hartree

Atoms and positions in Å:
C (-3.38177, 1.04411, 0.48636)
C (-3.85433, -0.14820, 0.31956)
C (-4.00428, 2.26045, 1.13108)
C (-0.62082, -1.73350, -1.98524)
C (0.77169, 2.28526, 0.92843)
C (3.33300, -0.25570, 1.24240)
C (3.44407, -2.22408, 0.01689)
C (0.78978, -1.22469, -1.84006)
C (1.14489, 1.47599, -0.36091)
N (2.73950, -1.13723, 0.28200)
Si (1.04284, -0.50055, 0.00604)
H (-2.45004, 1.42896, 0.05551)
H (-4.79842, -0.47314, 0.78834)
H (-4.50591, 2.80078, 0.33209)
H (-3.16558, 2.87755, 1.37159)
H (-4.65372, 2.16814, 1.94316)
H (-1.39493, -1.01288, -1.65174)
H (-0.73406, -2.00391, -3.11798)
H (-0.90339, -2.63877, -1.36349)
H (1.00677, 3.45023, 0.77004)
H (-0.29877, 2.34678, 1.11448)
H (1.18297, 1.89911, 1.93543)
H (3.36755, 0.76133, 0.81443)
H (2.96036, -0.14446, 2.22643)
H (4.45417, -0.61791, 1.32509)
H (3.32432, -2.90567, -0.78136)
H (4.15978, -2.63624, 0.76252)
H (-3.21894, -0.91993, -0.13123)
H (1.02870, -0.39760, -2.47888)
H (1.66697, -1.89363, -2.04772)
H (1.98867, 1.93281, -0.72305)
H (0.33660, 1.74562, -1.04172)

Forces on the atoms, in the same order (eV/Å):
C 0.49 2.76 0.18
C -0.32 -2.32 0.40
C 0.79 -0.16 -1.85
C -0.81 -1.59 -1.83
C 0.60 1.96 0.79
C 4.57 0.54 -0.07
C -0.33 0.87 1.79
C 1.38 0.18 2.24
C -2.41 -1.05 2.61
N 0.96 -1.57 -0.56
Si -0.91 0.28 -1.98
H 0.06 -1.07 -0.19
H 0.48 0.20 -0.37
H -0.32 0.19 -0.07
H 0.35 0.66 0.67
H -1.00 -0.53 1.27
H 0.55 0.04 -0.60
H -0.56 0.37 2.01
H 0.82 0.75 -0.75
H 0.01 -2.48 0.58
H -0.25 -0.48 -0.16
H -0.17 0.72 -1.68
H 0.02 -0.45 0.07
H -1.02 -0.53 0.82
H -2.03 1.07 0.17
H -1.06 -0.17 -0.98
H -0.23 0.98 -0.46
H -0.51 0.25 -0.05
H -0.36 0.66 -0.56
H -1.22 -0.19 0.14
H 2.43 0.56 -1.19
H -0.01 -0.46 -0.42



Record 2
Entry from the OMol25 dataset: C19H26N2OS as an isolated structure in a non-equilibrium geometry (ωB97M-V with the def2-TZVPD basis set).

Values from the calculation:
LUMO energy: -0.85 eV
DFT total energy: -1322.1513 a.u.
energy above the lowest of the compared OMol25 structures with the same formula, charge and spin: 1085.2 kJ/mol
E_HOMO: -7.4 eV
spin multiplicity: 1
molar mass: 330.50 u
net charge: 0
frontier orbital gap: 0.240 hartree

Atoms and positions in Å:
C (-2.37894, 1.15171, 0.09644)
C (-1.58468, 0.03365, 0.33122)
C (-0.13545, 0.04539, 0.88891)
C (1.05350, 0.63493, 0.11183)
C (0.88996, 1.23319, -1.33347)
C (0.09572, 0.29429, -2.33114)
C (0.68892, 0.23484, -3.79123)
C (-0.31572, -0.65663, -4.65236)
O (-0.26243, -0.35469, -6.05283)
C (-1.50310, -0.79397, -6.65639)
C (2.38435, 0.64971, 0.72096)
C (3.65952, 1.25133, 0.07039)
C (3.67489, 2.67641, -0.09281)
C (2.58103, 0.03924, 2.09762)
N (3.77774, -0.05827, 2.78775)
S (3.36348, -0.81406, 4.22885)
N (1.71100, -1.10700, 4.11536)
C (1.41360, -0.57981, 2.85631)
C (0.02546, -0.55007, 2.22578)
C (-1.14656, -1.19120, 3.03150)
C (-0.81891, -2.76314, 3.22810)
C (-1.42763, -0.45822, 4.43515)
C (-2.39699, 0.77387, 4.14566)
H (-2.15424, 1.98898, -0.61131)
H (-3.37763, 1.18462, 0.62733)
H (-2.02696, -0.96946, 0.04844)
H (1.91657, 1.41170, -1.77296)
H (0.39896, 2.24175, -1.19729)
H (0.06468, -0.76984, -1.94450)
H (-0.98038, 0.65179, -2.32347)
H (0.83703, 1.24977, -4.26652)
H (1.69606, -0.27940, -3.71229)
H (-1.35182, -0.36743, -4.27883)
H (-0.20605, -1.75571, -4.40839)
H (-2.08685, -1.48693, -5.97233)
H (-1.31970, -1.40265, -7.59327)
H (-2.15374, 0.10430, -6.83523)
H (4.55926, 0.65659, -0.23205)
H (4.20735, 3.34405, 0.64063)
H (3.20968, 3.16856, -0.98687)
H (-2.13857, -1.16395, 2.48964)
H (0.13111, -2.96680, 2.66457)
H (-1.62668, -3.34983, 2.70467)
H (-0.71542, -3.04470, 4.30999)
H (-1.95757, -1.22064, 5.07419)
H (-0.43582, -0.13646, 4.84380)
H (-2.41979, 1.09320, 3.07011)
H (-1.99171, 1.65439, 4.72696)
H (-3.42651, 0.47262, 4.47342)

Forces on the atoms, in the same order (eV/Å):
C -0.01 -0.87 0.22
C 0.32 0.67 -0.41
C 1.56 -0.48 0.65
C 1.57 -0.56 1.89
C 0.26 -0.49 0.65
C -0.46 0.31 0.21
C -0.22 -0.82 0.04
C -0.32 1.21 1.17
O -0.85 -1.09 0.54
C -0.42 -0.51 -0.03
C -2.05 -1.13 -1.67
C -1.08 1.22 0.11
C 0.39 -0.69 -0.06
C -0.38 -0.52 0.35
N -3.36 -0.71 0.43
S -0.61 0.26 -1.02
N 1.85 1.97 -3.50
C -0.59 0.59 -0.74
C 0.43 1.02 -1.70
C -0.02 -0.89 0.64
C 0.02 0.71 -0.80
C -0.22 -0.09 -1.89
C 0.81 -0.06 0.79
H 0.65 0.04 1.92
H 0.40 -0.66 -1.96
H 0.04 0.86 2.03
H -0.99 -0.19 0.68
H 0.39 -1.00 -0.43
H 0.12 1.14 -0.25
H 1.20 -0.52 -0.34
H -0.33 -1.10 0.54
H -1.01 0.69 -0.27
H 1.04 -0.33 -0.38
H 0.15 0.98 -0.50
H 0.75 0.77 -0.64
H -0.02 1.05 0.90
H 0.59 -0.84 -0.13
H -0.28 0.37 2.33
H 1.18 -0.80 -1.85
H -1.41 -0.16 1.95
H 1.36 0.26 0.27
H -0.81 -0.13 0.81
H 0.77 0.41 0.83
H -0.10 0.20 -1.13
H 0.78 0.94 -0.37
H -1.12 -0.39 0.01
H 0.12 -0.51 0.92
H -0.94 -0.81 -0.48
H 0.85 0.67 -0.30



Record 3
Entry from the OMol25 dataset: CBrClI2 as an isolated structure in a non-equilibrium geometry (ωB97M-V with the def2-TZVPD basis set).

Values from the calculation:
LUMO energy: -1.39 eV
DFT total energy: -3667.6548 a.u.
energy above the lowest of the compared OMol25 structures with the same formula, charge and spin: 0.0 kJ/mol
E_HOMO: -9.6 eV
spin multiplicity: 1
molar mass: 381.18 u
net charge: 0
frontier orbital gap: 0.303 hartree

Atoms and positions in Å:
C (-0.09091, -0.20715, 0.09387)
Cl (-0.04868, 0.61404, -1.44609)
Br (0.61806, 1.03065, 1.58637)
I (-2.26625, -0.81318, 0.37228)
I (1.13814, -1.83706, 0.32083)

Forces on the atoms, in the same order (eV/Å):
C -1.24 1.16 1.15
Cl 0.36 -0.06 0.14
Br -1.04 -0.34 -1.03
I 1.33 0.47 0.16
I 0.59 -1.22 -0.43



Record 4
Entry from the OMol25 dataset: a 3-piece molecular cluster, C4H16N2O2 overall in a non-equilibrium geometry (ωB97M-V with the def2-TZVPD basis set).

Values from the calculation:
LUMO energy: 0.91 eV
DFT total energy: -421.9257 a.u.
energy above the lowest of the compared OMol25 structures with the same formula, charge and spin: 172.6 kJ/mol
E_HOMO: -8.2 eV
SMILES string: CCNCCN.O.O
spin multiplicity: 1
molar mass: 124.18 u
net charge: 0
frontier orbital gap: 0.336 hartree

Atoms and positions in Å:
N (2.20644, 1.64523, -0.87683)
C (2.22762, 0.43048, -0.12406)
C (1.16549, -0.62477, -0.77571)
N (-0.18373, -0.32187, -0.32573)
C (-1.08507, 0.01523, -1.45968)
C (-2.47164, -0.13770, -0.98192)
H (2.79877, 1.76012, -1.65067)
H (1.39934, 2.20024, -0.80134)
H (3.11950, -0.22883, 0.01734)
H (1.95716, 0.55824, 0.91928)
H (1.40087, -1.67311, -0.42971)
H (1.30166, -0.48238, -1.88745)
H (-0.23023, 0.47295, 0.44217)
H (-0.83838, -0.78897, -2.23988)
H (-0.85486, 1.07812, -1.89620)
H (-2.40547, -1.14392, -0.58725)
H (-2.51077, 0.53269, -0.07941)
H (-3.24737, 0.14568, -1.76189)
H (-1.35523, -2.30114, 2.06112)
H (-1.09918, -1.07996, 1.30921)
O (-1.45101, -1.38451, 2.15765)
H (-0.50513, -0.01789, 2.84886)
H (0.44488, 0.85660, 3.50762)
O (0.21632, 0.48944, 2.61448)

Forces on the atoms, in the same order (eV/Å):
N 1.34 -0.57 1.49
C -1.45 -2.97 -0.53
C 1.73 0.66 1.30
N -1.09 2.22 0.74
C 2.19 0.42 -1.43
C -0.54 1.35 0.50
H 0.37 0.10 -0.90
H -0.72 0.56 -0.08
H 0.28 1.43 -0.96
H -0.45 0.44 0.05
H 0.04 0.87 -0.67
H -0.32 -0.49 1.13
H 0.54 -1.87 -2.19
H -0.43 1.38 0.73
H -0.32 -1.82 0.51
H -1.29 -0.39 -0.13
H -0.69 -0.45 -0.79
H 0.77 -0.74 1.21
H 0.07 -2.16 0.20
H 0.21 0.26 -0.54
O -0.63 1.36 0.08
H -2.66 -2.31 0.38
H 0.13 -0.12 -1.41
O 2.92 2.85 1.28



What is the formula in the first record? C9H21NSi



Which formula does entry 2 have? C19H26N2OS



Among the records above, which one has the lowest DFT total energy? CBrClI2